# 1
{"formula": "C39H72Cl2N2NbO4P", "method": "wB97M-V/def2-TZVPD", "homo_lumo_gap_ev": 4.9, "lumo_ev": -0.85, "symbols": ["C", "C", "O", "C", "C", "O", "C", "C", "O", "C", "Nb", "C", "C", "C", "C", "C", "C", "C", "C", "C", "N", "C", "C", "C", "O", "C", "N", "C", "Cl", "C", "C", "Cl", "H", "H", "H", "H", "H", "H", "H", "H", "H", "H", "H", "H", "H", "H", "H", "H", "H", "H", "H", "H", "H", "H", "H", "H", "H", "H", "H", "H", "H", "H", "H", "H", "H", "H", "H", "H", "C", "C", "C", "C", "P", "C", "C", "C", "C", "C", "C", "C", "C", "C", "C", "C", "C", "H", "H", "H", "H", "H", "H", "H", "H", "H", "H", "H", "H", "H", "H", "H", "H", "H", "H", "H", "H", "H", "H", "H", "H", "H", "H", "H", "H", "H", "H", "H", "H", "H", "H", "H", "H"], "coordinates": [[0.218, -1.721, 4.492], [1.226, -1.087, 3.533], [0.660, -1.004, 2.230], [0.875, 0.225, 1.585], [0.267, 0.144, 0.211], [-1.101, -0.042, 0.395], [-1.829, -0.425, -0.742], [-3.211, -0.933, -0.283], [-3.514, -0.340, 0.935], [-4.410, -1.081, 1.781], [-6.176, 0.199, 2.536], [-7.513, -0.717, 1.015], [-8.536, -1.783, 1.421], [-8.613, -2.909, 0.373], [-7.325, -3.691, 0.348], [-6.816, -4.290, 1.491], [-5.604, -4.944, 1.478], [-4.863, -5.020, 0.313], [-5.363, -4.438, -0.834], [-6.577, -3.781, -0.812], [-5.791, 1.731, 1.207], [-5.155, 2.724, 1.664], [-5.795, 3.838, 2.428], [-3.661, 2.842, 1.449], [-4.926, 1.203, 3.933], [-3.887, 0.621, 4.355], [-2.835, 0.208, 4.625], [-6.548, -1.385, 4.108], [-5.322, -2.629, 4.354], [-7.637, -1.486, 4.877], [-8.827, -0.574, 4.869], [-7.834, -2.774, 6.062], [0.535, -2.708, 4.812], [0.040, -1.092, 5.358], [-0.733, -1.799, 3.973], [2.133, -1.696, 3.483], [1.497, -0.084, 3.865], [1.957, 0.406, 1.500], [0.396, 1.032, 2.145], [0.452, 1.076, -0.344], [0.709, -0.701, -0.335], [-1.915, 0.403, -1.456], [-1.310, -1.249, -1.248], [-3.955, -0.644, -1.037], [-3.168, -2.021, -0.195], [-4.876, -1.892, 1.206], [-3.834, -1.574, 2.566], [-7.594, 1.200, 3.203], [-8.041, 0.125, 0.562], [-6.863, -1.097, 0.223], [-9.527, -1.339, 1.505], [-8.302, -2.250, 2.375], [-9.457, -3.567, 0.576], [-8.714, -2.445, -0.608], [-7.367, -4.221, 2.419], [-5.222, -5.372, 2.393], [-3.904, -5.515, 0.306], [-4.786, -4.482, -1.749], [-6.926, -3.319, -1.727], [-5.568, 4.806, 1.985], [-6.862, 3.675, 2.528], [-5.359, 3.823, 3.428], [-3.152, 1.986, 1.882], [-3.276, 3.768, 1.870], [-3.477, 2.839, 0.377], [-9.616, -0.987, 5.489], [-8.552, 0.389, 5.290], [-9.204, -0.409, 3.867], [9.595, 2.397, -3.024], [8.785, 2.245, -1.739], [8.327, 0.807, -1.492], [7.173, 0.325, -2.386], [5.502, 0.792, -1.899], [5.308, 0.360, -0.155], [5.728, -1.029, 0.354], [4.817, -2.204, -0.015], [3.339, -1.903, 0.188], [4.345, -0.229, -2.826], [4.292, -0.211, -4.363], [3.579, 0.965, -5.033], [2.250, 1.356, -4.394], [5.112, 2.557, -1.856], [5.002, 3.474, -3.084], [6.171, 3.475, -4.083], [7.069, 4.702, -3.943], [9.039, 2.065, -3.904], [9.875, 3.437, -3.186], [10.512, 1.810, -2.969], [7.932, 2.927, -1.757], [9.403, 2.557, -0.895], [8.056, 0.678, -0.442], [9.174, 0.141, -1.667], [7.147, -0.771, -2.365], [7.352, 0.581, -3.432], [4.266, 0.569, 0.102], [5.891, 1.110, 0.389], [5.752, -0.944, 1.442], [6.753, -1.258, 0.050], [5.111, -3.055, 0.601], [4.990, -2.530, -1.045], [3.124, -1.655, 1.228], [2.726, -2.763, -0.076], [3.002, -1.070, -0.430], [3.353, -0.093, -2.389], [4.645, -1.241, -2.544], [3.776, -1.129, -4.651], [5.305, -0.299, -4.766], [3.400, 0.688, -6.073], [4.245, 1.828, -5.079], [1.528, 0.540, -4.448], [1.819, 2.214, -4.908], [2.357, 1.636, -3.343], [5.815, 2.988, -1.136], [4.145, 2.582, -1.338], [4.876, 4.485, -2.692], [4.066, 3.257, -3.596], [5.772, 3.459, -5.098], [6.772, 2.569, -3.985], [6.519, 5.606, -4.206], [7.932, 4.635, -4.605], [7.437, 4.821, -2.921]]}



# 2
{"formula": "C39H72F2NO17P2", "method": "wB97M-V/def2-TZVPD", "homo_lumo_gap_ev": 6.2, "lumo_ev": -4.94, "total_charge": 1, "symbols": ["C", "C", "F", "O", "C", "O", "C", "C", "C", "P", "C", "O", "N", "O", "C", "C", "C", "C", "C", "C", "C", "F", "C", "P", "O", "H", "H", "H", "H", "H", "H", "H", "H", "H", "H", "H", "H", "H", "H", "H", "H", "H", "H", "H", "H", "H", "H", "H", "H", "O", "C", "O", "C", "C", "C", "H", "H", "H", "H", "H", "H", "H", "H", "O", "C", "O", "C", "C", "C", "H", "H", "H", "H", "H", "H", "H", "H", "O", "C", "O", "C", "C", "C", "H", "H", "H", "H", "H", "H", "H", "H", "O", "C", "O", "C", "C", "C", "H", "H", "H", "H", "H", "H", "H", "H", "O", "C", "O", "C", "C", "C", "H", "H", "H", "H", "H", "H", "H", "H", "O", "C", "O", "C", "C", "C", "H", "H", "H", "H", "H", "H", "H", "H"], "coordinates": [[2.656, -5.835, 2.819], [1.602, -5.254, 1.785], [2.320, -4.302, 1.011], [1.078, -6.279, 0.951], [-0.180, -5.988, 0.455], [-0.985, -6.839, 0.239], [-0.544, -4.499, 0.147], [-1.379, -3.774, 1.107], [-1.709, -2.347, 0.867], [-2.867, -1.660, 2.214], [-1.909, -1.669, 3.849], [-3.334, -0.068, 1.870], [-1.246, -1.643, -0.242], [-1.578, -0.355, -0.392], [-0.498, 0.584, -0.555], [0.404, 0.952, 0.675], [0.051, 0.297, 2.059], [1.970, 0.691, 0.450], [2.562, 1.433, -0.811], [2.379, -0.829, 0.578], [-0.496, -2.355, -1.181], [-0.086, -1.773, -2.347], [-0.118, -3.749, -1.052], [0.899, -4.601, -2.390], [1.953, -5.451, -1.752], [2.101, -6.099, 3.754], [3.310, -4.955, 3.081], [3.257, -6.674, 2.389], [0.816, -4.748, 2.420], [-1.749, -4.330, 2.004], [-0.921, -2.206, 3.744], [-2.538, -2.095, 4.672], [-1.653, -0.608, 4.112], [-4.018, -0.177, 1.176], [0.198, 0.378, -1.423], [-1.002, 1.544, -0.874], [0.349, 2.069, 0.846], [0.146, -0.816, 2.105], [-0.931, 0.702, 2.412], [0.814, 0.690, 2.797], [2.447, 1.197, 1.345], [3.614, 1.788, -0.639], [1.910, 2.300, -1.093], [2.631, 0.673, -1.649], [3.395, -1.052, 0.147], [1.614, -1.560, 0.205], [2.484, -1.036, 1.686], [1.440, -3.604, -3.270], [-0.027, -5.429, -3.114], [6.031, 2.105, -1.597], [6.575, 1.040, -1.746], [5.993, -0.080, -1.279], [6.460, -1.408, -1.557], [7.550, -1.818, -0.588], [7.944, 0.953, -2.367], [6.769, -1.503, -2.600], [5.599, -2.066, -1.429], [8.426, -1.174, -0.671], [7.860, -2.848, -0.773], [7.194, -1.738, 0.441], [8.695, 1.157, -1.605], [8.014, 1.707, -3.151], [8.153, -0.003, -2.842], [5.934, 6.234, -3.811], [4.855, 5.947, -3.360], [3.746, 6.535, -3.844], [2.415, 6.130, -3.501], [1.957, 6.790, -2.216], [4.728, 5.001, -2.195], [2.336, 5.043, -3.467], [1.775, 6.459, -4.320], [2.581, 6.500, -1.369], [0.923, 6.517, -1.992], [2.023, 7.876, -2.301], [4.894, 5.550, -1.269], [5.488, 4.227, -2.295], [3.771, 4.485, -2.150], [0.169, 3.691, -5.410], [1.100, 3.056, -5.835], [2.354, 3.393, -5.487], [3.516, 2.606, -5.780], [4.044, 2.908, -7.167], [0.887, 1.941, -6.826], [3.318, 1.543, -5.628], [4.268, 2.889, -5.041], [3.315, 2.656, -7.939], [4.960, 2.346, -7.361], [4.258, 3.973, -7.269], [0.805, 2.364, -7.827], [-0.042, 1.430, -6.574], [1.668, 1.183, -6.812], [-5.411, 0.540, 6.077], [-6.219, 0.738, 5.202], [-7.407, 0.117, 5.237], [-8.499, 0.415, 4.356], [-8.373, -0.346, 3.052], [-5.875, 1.605, 4.020], [-8.598, 1.492, 4.206], [-9.403, 0.093, 4.874], [-7.470, -0.064, 2.508], [-9.236, -0.155, 2.411], [-8.307, -1.419, 3.243], [-5.324, 1.014, 3.288], [-5.243, 2.425, 4.365], [-6.738, 2.065, 3.544], [-5.064, -2.559, -5.074], [-4.217, -3.411, -5.063], [-4.302, -4.456, -5.903], [-3.262, -5.423, -6.095], [-3.336, -6.521, -5.053], [-3.101, -3.371, -4.050], [-2.282, -4.942, -6.129], [-3.429, -5.853, -7.083], [-3.192, -6.129, -4.044], [-2.575, -7.281, -5.241], [-4.319, -6.996, -5.071], [-3.453, -3.800, -3.111], [-2.823, -2.328, -3.888], [-2.194, -3.882, -4.371], [-1.764, 4.889, 8.174], [-2.496, 4.023, 8.578], [-3.659, 3.781, 7.950], [-4.512, 2.662, 8.233], [-5.438, 2.962, 9.394], [-2.168, 3.260, 9.836], [-3.928, 1.753, 8.386], [-5.105, 2.498, 7.336], [-4.883, 3.150, 10.314], [-6.120, 2.127, 9.567], [-6.026, 3.859, 9.190], [-2.489, 3.842, 10.700], [-1.089, 3.118, 9.880], [-2.611, 2.267, 9.878]]}



# 3
{"formula": "C39H73BGaN10S2Si4Te", "method": "wB97M-V/def2-TZVPD", "homo_lumo_gap_ev": 7.0, "e_above_lowest_kcal_mol": 65.7, "lumo_ev": -2.59, "total_charge": 1, "symbols": ["Ga", "C", "C", "C", "C", "N", "N", "B", "N", "N", "C", "C", "C", "C", "C", "C", "C", "C", "N", "N", "C", "C", "C", "C", "C", "C", "C", "C", "C", "C", "C", "C", "H", "H", "H", "H", "H", "H", "H", "H", "H", "H", "H", "H", "H", "H", "H", "H", "H", "H", "H", "H", "H", "H", "H", "H", "H", "H", "H", "H", "H", "H", "H", "H", "H", "H", "H", "H", "H", "H", "H", "H", "N", "C", "N", "C", "C", "S", "C", "C", "S", "C", "N", "N", "H", "H", "H", "H", "H", "H", "C", "Si", "C", "C", "Si", "Te", "Si", "C", "C", "C", "Si", "C", "C", "C", "H", "H", "H", "H", "H", "H", "H", "H", "H", "H", "H", "H", "H", "H", "H", "H", "H", "H", "H", "H", "H", "H", "H", "H", "H", "H", "H"], "coordinates": [[0.017, 0.313, 1.138], [-1.941, -3.812, 1.594], [-0.885, -3.181, 0.745], [-0.374, -3.652, -0.422], [0.771, -2.853, -0.698], [0.899, -1.929, 0.210], [-0.126, -2.074, 1.165], [0.521, -2.220, 2.610], [-0.444, -1.662, 3.624], [-0.934, -0.417, 3.431], [-1.615, -0.101, 4.519], [-1.574, -1.172, 5.434], [-0.809, -2.154, 4.833], [-0.428, -3.487, 5.382], [-2.266, 1.229, 4.802], [-2.646, 1.992, 3.532], [-3.539, 1.022, 5.635], [-1.284, 2.080, 5.622], [1.847, -1.442, 2.587], [1.942, -0.192, 2.045], [3.267, 0.067, 1.908], [3.988, -1.017, 2.393], [3.064, -1.955, 2.795], [3.328, -3.308, 3.348], [3.993, 1.290, 1.365], [3.121, 2.276, 0.612], [4.697, 2.007, 2.527], [5.073, 0.795, 0.386], [1.899, -3.076, -1.682], [1.481, -3.999, -2.822], [3.037, -3.745, -0.892], [2.388, -1.728, -2.208], [-2.301, -4.718, 1.114], [-1.525, -4.080, 2.564], [-2.799, -3.188, 1.790], [-0.725, -4.507, -0.966], [0.737, -3.371, 2.824], [-2.026, -1.232, 6.403], [-0.940, -3.637, 6.331], [-0.699, -4.301, 4.713], [0.643, -3.553, 5.562], [-3.378, 1.442, 2.942], [-3.083, 2.953, 3.803], [-1.765, 2.182, 2.911], [-4.216, 0.322, 5.148], [-3.324, 0.652, 6.634], [-4.056, 1.974, 5.746], [-0.376, 2.278, 5.052], [-1.741, 3.034, 5.878], [-1.006, 1.574, 6.545], [5.054, -1.120, 2.434], [4.399, -3.497, 3.327], [2.987, -3.392, 4.379], [2.828, -4.076, 2.764], [2.242, 2.581, 1.175], [3.700, 3.172, 0.392], [2.790, 1.853, -0.330], [3.982, 2.522, 3.166], [5.267, 1.311, 3.139], [5.387, 2.749, 2.129], [4.643, 0.160, -0.384], [5.533, 1.653, -0.101], [5.858, 0.239, 0.890], [2.325, -4.170, -3.488], [1.158, -4.968, -2.444], [0.673, -3.572, -3.408], [2.706, -4.677, -0.435], [3.865, -3.972, -1.562], [3.394, -3.082, -0.107], [3.246, -1.868, -2.865], [1.602, -1.202, -2.752], [2.685, -1.091, -1.377], [1.750, 1.830, 3.880], [0.898, 2.579, 3.183], [0.042, 2.108, 2.308], [-0.833, 3.098, 1.883], [-0.540, 4.344, 2.314], [0.826, 4.301, 3.374], [-2.094, 2.619, 1.330], [-3.226, 3.323, 1.095], [-4.555, 2.256, 0.814], [-3.483, 0.920, 1.044], [-2.243, 1.245, 1.282], [-3.891, -0.348, 0.951], [1.753, 0.830, 3.724], [2.294, 2.224, 4.627], [-1.083, 5.255, 2.163], [-3.372, 4.383, 1.108], [-4.872, -0.562, 1.028], [-3.240, -1.024, 1.307], [0.591, 4.052, -3.874], [0.704, 2.331, -4.638], [0.299, 2.457, -6.479], [2.449, 1.649, -4.410], [-0.820, 0.793, -3.625], [0.122, 1.338, -1.242], [-3.063, 1.560, -3.470], [-3.037, 3.339, -2.848], [-4.003, 0.383, -2.328], [-3.935, 1.565, -5.147], [-0.734, -1.269, -4.819], [-1.786, -2.572, -3.931], [0.987, -1.879, -5.317], [-1.581, -0.882, -6.466], [1.304, 4.718, -4.356], [0.818, 4.027, -2.814], [-0.399, 4.482, -3.991], [0.915, 3.222, -6.948], [-0.741, 2.726, -6.646], [0.491, 1.522, -6.999], [3.189, 2.361, -4.770], [2.589, 0.717, -4.950], [2.647, 1.459, -3.358], [-2.377, 3.457, -1.995], [-4.035, 3.670, -2.565], [-2.683, 3.998, -3.636], [-3.442, 0.173, -1.416], [-4.171, -0.565, -2.831], [-4.974, 0.792, -2.051], [-3.304, 1.960, -5.937], [-4.828, 2.187, -5.101], [-4.249, 0.570, -5.438], [-1.694, -2.523, -2.850], [-1.530, -3.581, -4.249], [-2.833, -2.409, -4.177], [1.746, -1.812, -4.539], [1.331, -1.296, -6.169], [0.926, -2.919, -5.636], [-2.658, -0.839, -6.383], [-1.335, -1.666, -7.181], [-1.243, 0.058, -6.890]]}